# 1
Computed, not measured: C6H9NO2 as an isolated structure, with wB97M-V/def2-TZVPD.

The geometry in XYZ format:
```
18
Properties=species:S:1:pos:R:3:forces:R:3
C 0.3860 -1.7330 -0.2287 -1.78 0.07 -0.64
C 1.2289 -1.5870 0.7201 0.42 5.21 0.36
C -0.1130 -0.5967 -1.0837 0.22 -1.03 -0.31
C 1.4122 0.3605 0.5946 -2.30 -5.01 -4.53
C 0.2332 0.7431 -0.3855 2.60 -0.47 -0.87
C -0.9169 1.3660 0.3770 1.29 0.96 0.06
N 2.6995 0.1969 -0.0274 -0.40 0.96 0.53
O 3.5935 0.2854 0.7702 2.06 -0.03 0.42
O 2.7994 -0.0788 -1.2064 0.00 0.28 -0.04
H -0.1734 -2.6216 -0.2671 -0.31 -1.59 -0.75
H 1.7150 -2.1534 1.4610 0.40 -0.45 0.71
H 0.2876 -0.8306 -2.0948 -0.01 0.86 0.48
H -1.1785 -0.7769 -1.1745 -0.44 0.45 -0.09
H 1.3183 0.6707 1.5431 0.75 1.62 3.19
H 0.6858 1.5253 -1.0862 -0.65 -1.32 0.51
H -0.7346 0.9978 1.4100 -1.32 0.59 -0.38
H -1.8745 1.1629 -0.1032 -0.02 -0.24 0.54
H -0.7283 2.4679 0.2686 -0.52 -0.87 0.81
```
Forces are in eV/Å.

- E_LUMO: 0.6 eV
- Frontier orbital gap: 10.496 eV
- Multiplicity: 1
- ΔE to the lowest compared entry with this formula, charge and spin: 583.6 kJ/mol
- Total charge: 0

# 2
Computed, not measured: a 3-piece molecular cluster, C21H45ClN7O5P2 overall, with wB97M-V/def2-TZVPD.

The geometry in XYZ format:
```
81
Properties=species:S:1:pos:R:3:forces:R:3
C -2.8992 -5.5214 6.3241 0.22 -0.54 -0.11
C -2.4760 -6.8006 6.9918 -0.04 0.41 -0.07
C -3.2831 -7.9099 6.9169 0.19 -0.11 0.11
N -2.8941 -9.0694 7.4794 -0.25 0.22 -0.18
C -1.7477 -9.1875 8.1465 0.56 -0.34 0.29
C -0.8971 -8.1163 8.2633 -0.18 0.29 -0.07
C -1.2564 -6.9137 7.6708 0.13 -0.32 -0.12
C -0.3217 -5.7343 7.7568 0.42 -0.07 0.21
O -0.1387 -5.1459 8.7753 -0.27 0.17 0.04
O 0.3054 -5.4941 6.5892 -1.15 -0.05 -0.48
C 0.2855 -4.1250 6.1700 1.16 0.61 0.36
C 1.2059 -3.9986 4.9747 0.08 -0.46 -0.27
O 1.4677 -4.8847 4.2361 -0.02 0.13 0.08
Cl 1.8634 -2.3847 4.7886 -0.13 0.06 0.01
H -2.2751 -5.3965 5.4390 -0.04 0.18 -0.07
H -2.7690 -4.6692 6.9860 -0.10 0.08 0.02
H -3.9307 -5.6058 5.9979 -0.09 0.24 0.02
H -4.2283 -7.9115 6.3974 -0.07 -0.03 0.01
H -3.5077 -9.8677 7.3751 0.07 -0.12 0.11
H -1.4779 -10.1406 8.5736 -0.29 -0.17 -0.05
H 0.0269 -8.2253 8.8093 0.06 0.00 0.01
H 0.6781 -3.4874 6.9594 -0.12 0.01 0.12
H -0.7050 -3.7696 5.8877 -0.14 -0.19 0.00
O -2.3280 -1.0198 -0.2199 -0.68 -2.61 -1.76
P -0.9599 -1.1928 -0.8011 3.24 3.92 2.08
N -0.0353 -1.5498 0.6140 0.05 0.39 -0.05
C 0.8526 -0.6995 1.3677 0.23 0.02 0.00
C -0.3537 -2.8003 1.2696 -0.19 -0.24 -0.39
N -0.7345 0.3507 -1.4860 -0.49 0.44 0.27
C 0.4350 1.2011 -1.3184 0.41 -0.16 -0.51
C -1.9269 1.1949 -1.5624 -0.28 0.04 0.35
N 0.1823 -1.9268 -1.9117 -2.11 -1.74 -0.65
C -0.3731 -3.0867 -2.6266 -0.22 0.20 -0.17
C 1.5635 -2.1820 -1.5605 0.15 -0.12 0.62
H 1.8042 -1.2188 1.5516 -0.02 0.01 0.08
H 0.4305 -0.4167 2.3422 -0.02 0.00 -0.02
H 1.1096 0.2153 0.8439 -0.14 -0.07 -0.05
H 0.1724 -3.6509 0.8094 0.01 -0.03 0.13
H -1.4278 -3.0079 1.2282 0.01 0.03 0.00
H -0.0702 -2.7694 2.3231 0.06 0.11 -0.01
H 0.4934 1.6326 -0.3127 0.01 0.04 -0.05
H 0.3937 2.0366 -2.0195 -0.09 -0.04 -0.05
H 1.3658 0.6856 -1.5567 -0.03 -0.15 0.18
H -2.1591 1.6653 -0.5984 -0.09 0.03 -0.04
H -2.7971 0.6329 -1.8841 0.01 -0.09 0.11
H -1.7739 1.9861 -2.2955 0.25 -0.05 -0.01
H -0.4841 -3.9636 -1.9746 0.08 -0.06 -0.08
H 0.2614 -3.3633 -3.4696 0.05 0.06 0.02
H -1.3603 -2.8424 -3.0283 0.02 0.00 0.03
H 1.6932 -3.0463 -0.8936 0.02 0.03 -0.01
H 2.0451 -1.3235 -1.0996 -0.13 0.03 0.06
H 2.1056 -2.3870 -2.4862 -0.11 -0.01 -0.06
O 1.3029 4.0984 -3.4789 0.67 -1.82 -2.55
P 1.0889 5.1624 -4.5104 -1.27 4.68 2.57
N 2.3165 6.2963 -4.1077 -0.36 0.11 0.17
C 2.2085 7.5515 -3.4026 -0.06 0.18 -0.04
C 3.6803 5.8383 -4.3032 -0.08 -0.33 -0.36
N -0.5188 5.6081 -4.1208 -0.14 -0.30 0.62
C -1.0118 6.9588 -3.9310 -0.16 0.22 -0.59
C -1.2102 4.7091 -3.2002 0.17 -0.09 0.38
N 0.9067 5.7118 -6.1649 0.74 -2.65 -0.71
C 1.2728 4.6880 -7.1575 -0.26 -0.19 0.08
C 1.3604 7.0129 -6.6110 0.52 0.28 0.30
H 2.7324 8.3429 -3.9554 0.04 -0.01 0.05
H 2.6422 7.5024 -2.3959 -0.01 -0.03 -0.01
H 1.1809 7.8858 -3.3025 0.03 -0.12 -0.01
H 4.0086 5.9702 -5.3449 0.09 0.03 0.06
H 3.7847 4.7798 -4.0502 -0.01 0.01 0.02
H 4.3715 6.3900 -3.6668 -0.09 0.07 0.05
H -0.6587 7.4064 -2.9952 -0.08 0.02 -0.01
H -2.1025 6.9486 -3.8860 0.00 -0.13 -0.01
H -0.7719 7.6139 -4.7690 0.24 -0.02 0.05
H -0.9100 4.8785 -2.1576 -0.06 -0.10 0.03
H -1.0109 3.6725 -3.4462 0.10 0.01 0.00
H -2.2907 4.8512 -3.2680 0.04 0.22 -0.15
H 2.3571 4.5246 -7.2051 -0.01 0.04 -0.12
H 0.9231 4.9688 -8.1517 -0.03 0.07 0.03
H 0.8023 3.7341 -6.9036 0.02 0.03 0.01
H 2.4500 7.0779 -6.7332 -0.03 0.02 0.01
H 1.0458 7.8170 -5.9505 0.02 -0.09 0.11
H 0.9003 7.2054 -7.5828 -0.04 -0.13 -0.01
```
Forces are in eV/Å.

- E_LUMO: -4.9 eV
- Frontier orbital gap: 4.159 eV
- Multiplicity: 1
- Total charge: +1

# 3
Computed, not measured: C46H57InN4O4P4S3 as an isolated structure, with wB97M-V/def2-TZVPD.

The geometry in XYZ format:
```
119
Properties=species:S:1:pos:R:3:forces:R:3
In 0.0420 0.2052 0.0318 0.21 -0.40 -0.48
S 0.7651 2.3684 1.6526 0.28 -0.16 0.13
P 2.0649 0.8419 2.0659 -0.66 -0.93 1.46
C 1.7702 -0.4552 1.0262 0.32 -0.40 -0.61
P 3.0119 -1.2898 0.1289 -0.19 1.01 -0.51
S 3.5673 -0.3640 -1.5368 0.43 -0.58 0.15
C 2.4774 -2.9906 -0.1907 -1.18 -0.49 0.39
C 1.6269 -3.5603 0.7643 0.29 -0.98 0.55
C 1.3591 -4.9542 0.6832 -1.49 0.82 1.08
C 1.8854 -5.7161 -0.3186 -0.62 -0.59 -1.04
C 2.6137 -5.1009 -1.3458 -0.70 -1.40 -0.05
C 2.8456 -3.7600 -1.3191 0.91 1.25 0.86
C 4.3780 -1.5282 1.2976 0.21 -0.08 -0.65
C 5.7041 -1.3244 0.9667 0.47 0.79 -0.24
C 6.7191 -1.4850 1.9105 0.93 -0.11 -0.29
C 6.4196 -2.0016 3.1649 0.02 -0.90 1.25
C 5.0958 -2.2852 3.4758 -0.98 0.17 0.51
C 4.0857 -1.9721 2.5450 0.00 -1.30 2.34
C 1.5766 0.3252 3.8104 0.42 0.31 0.02
C 1.1755 -0.9974 4.0847 1.29 1.65 -0.43
C 0.8302 -1.3568 5.3690 -0.26 1.11 0.21
C 0.8238 -0.3549 6.3476 -0.73 -0.45 0.05
C 1.1761 0.9736 6.0632 -0.32 -1.28 0.67
C 1.6070 1.3223 4.8200 -0.12 -1.77 -1.81
C 3.7841 1.3345 2.2334 0.27 0.64 0.19
C 4.5514 1.1724 3.3900 -0.89 0.07 -0.64
C 5.8286 1.6699 3.4300 1.01 -0.66 1.46
C 6.4009 2.2429 2.3425 0.75 1.35 -0.17
C 5.6365 2.4498 1.2184 2.31 -0.73 -1.30
C 4.3867 1.9586 1.1429 -1.42 -0.01 -0.01
H 1.2156 -2.9767 1.6280 0.46 -0.47 -1.16
H 0.5667 -5.4128 1.3320 1.05 0.53 -0.38
H 1.5218 -6.7551 -0.4745 0.61 0.73 0.38
H 2.8427 -5.7628 -2.1794 0.35 0.54 -0.08
H 3.4096 -3.2476 -2.0807 0.07 0.00 -0.32
H 5.8662 -0.9213 -0.0290 0.41 -0.11 0.05
H 7.7840 -1.2603 1.6806 -0.99 -0.13 -0.05
H 7.1614 -2.2907 3.9580 -0.41 0.67 -1.18
H 4.7820 -2.6987 4.4809 0.57 0.52 -1.28
H 3.0684 -2.1506 2.8817 0.21 0.03 -0.36
H 1.3150 -1.6871 3.2773 -0.59 -0.38 -0.25
H 0.4769 -2.3517 5.5337 0.04 -0.51 0.49
H 0.4428 -0.5975 7.3462 0.30 0.11 -0.32
H 1.0560 1.6479 6.8677 0.20 0.91 0.60
H 1.9841 2.2585 4.4878 -0.03 1.00 0.35
H 4.1514 0.6326 4.2160 -0.22 -0.20 0.57
H 6.4726 1.5319 4.3027 -0.47 -0.08 -0.05
H 7.4249 2.6154 2.3980 -0.20 -0.25 -0.11
H 6.1536 2.6382 0.2729 -0.28 0.76 0.32
H 3.9246 2.0774 0.1888 -0.78 -0.21 -0.34
C -4.6558 -0.0462 0.2139 1.20 -1.27 0.58
P -3.7458 1.4414 -0.3201 -0.09 0.12 1.03
C -3.4185 1.0118 -2.0695 1.09 1.47 -0.96
N -4.4065 0.6610 -2.7936 -1.19 -1.99 -1.51
C -4.1978 0.1976 -4.0994 1.91 1.38 0.81
C -5.2102 -0.3277 -4.8606 -2.64 -1.19 -0.36
C -5.0415 -0.6646 -6.1998 0.78 0.66 1.08
C -3.8207 -0.3532 -6.8063 1.17 0.63 0.39
C -2.7386 0.2094 -6.0968 -0.16 -1.24 0.05
C -2.9060 0.3753 -4.6949 -0.86 0.91 -0.44
N -1.9027 0.9652 -3.9769 0.08 0.24 0.29
C -2.1197 1.2924 -2.7374 -0.61 -1.37 0.38
P -0.6644 1.8166 -1.7875 -0.66 1.01 1.12
C -1.1198 3.4493 -0.9906 1.14 0.55 -0.39
C 0.7466 2.1606 -2.8662 0.73 0.43 -0.74
C 1.2636 0.9124 -3.6186 0.27 -0.21 0.67
C 1.8698 2.6625 -1.9407 -2.39 -1.47 2.92
C 0.4437 3.2557 -3.9349 -0.47 0.40 0.43
C -5.2505 2.5993 -0.2985 0.13 0.53 -1.72
C -6.6151 1.9841 -0.6673 0.21 -0.04 -0.21
C -5.3322 3.0434 1.1277 -0.24 1.70 0.84
C -4.9250 3.8368 -1.2883 -0.49 -0.11 1.89
H -5.3426 -0.2451 -0.5920 -0.51 -0.41 0.04
H -5.1468 0.1728 1.1849 0.16 -0.19 -0.68
H -3.9793 -0.9514 0.3490 -0.73 1.21 -0.22
H -6.2023 -0.5306 -4.3789 1.07 0.34 -0.37
H -5.8139 -1.1297 -6.7909 -0.20 0.03 0.12
H -3.7510 -0.5359 -7.8591 0.32 -0.06 -0.44
H -1.7156 0.3927 -6.5329 -1.41 -0.11 0.37
H -1.0941 4.2066 -1.7894 -0.14 -0.19 0.20
H -0.3622 3.7799 -0.2293 -0.65 -0.64 -0.71
H -2.1026 3.4578 -0.5303 0.16 -0.33 -0.02
H 1.4895 0.0321 -2.9911 -0.50 0.48 -0.02
H 2.2450 1.1219 -4.0755 -0.43 0.26 -0.04
H 0.5300 0.6706 -4.3545 -0.26 -0.40 -0.71
H 2.0181 1.9536 -1.0330 -0.06 0.93 -1.65
H 1.5803 3.5997 -1.4631 0.59 0.35 -0.46
H 2.7124 2.6005 -2.5348 2.12 0.60 -0.80
H -0.4051 2.9233 -4.5760 1.06 0.12 -0.04
H 1.4125 3.4802 -4.4433 -0.96 -0.32 -0.07
H 0.0946 4.2271 -3.5063 0.42 -0.71 -0.01
H -6.8980 1.1927 0.0216 0.03 -0.02 0.10
H -6.6375 1.5709 -1.6611 0.22 -0.28 -0.45
H -7.4290 2.7070 -0.6489 0.13 0.44 0.24
H -5.4537 2.3074 1.9376 -0.26 -0.09 -0.65
H -6.1313 3.8168 1.1778 0.18 -0.61 0.29
H -4.4344 3.5832 1.3823 0.54 0.27 0.22
H -5.1359 3.5127 -2.2770 0.60 -0.58 -1.14
H -3.8902 4.2745 -1.1434 -1.29 -0.55 -0.31
H -5.6975 4.6369 -1.2084 0.59 -0.30 0.66
C -0.5177 -3.0520 -3.1522 -0.05 -1.69 1.45
S -1.4560 -2.4174 -1.8366 -1.77 -1.68 0.40
O -1.7284 -3.4410 -0.8286 0.57 0.36 -0.74
O -0.5037 -1.4173 -1.3571 1.04 1.86 0.97
O -2.6571 -1.8678 -2.4078 -0.56 0.81 -0.20
H 0.3607 -3.3580 -2.5734 0.22 -0.39 -0.81
H -0.3112 -2.2424 -3.7863 0.32 0.92 -1.04
H -1.0763 -3.8724 -3.6066 0.34 0.09 -0.09
C -1.8976 -3.0427 2.0899 1.76 -3.09 4.52
N -1.8374 -1.8831 2.9960 0.50 1.54 -1.22
C -1.5779 -0.6302 2.5235 -1.55 -0.47 2.09
N -1.6569 0.4665 3.3953 0.01 -2.76 -0.33
O -1.4783 -0.5055 1.3086 0.07 0.62 -1.54
H -2.1379 -2.7991 1.1126 -0.56 0.40 -1.64
H -2.6175 -3.7938 2.6251 1.00 1.37 -1.44
H -0.8484 -3.6276 2.1268 -2.23 1.41 -0.39
H -1.9733 -1.9510 3.9719 -0.18 -0.50 0.80
H -1.3890 0.1913 4.3477 0.01 0.80 -0.53
H -1.2381 1.2755 2.9799 0.48 0.62 0.15
```
Forces are in eV/Å.

- E_LUMO: -0.6 eV
- Frontier orbital gap: 6.650 eV
- Multiplicity: 1
- ΔE to the lowest compared entry with this formula, charge and spin: 130.3 kJ/mol
- Total charge: 0

# 4
Computed, not measured: FGaH2O as an isolated structure, with wB97M-V/def2-TZVPD.

The geometry in XYZ format:
```
5
Properties=species:S:1:pos:R:3:forces:R:3
H -1.0466 0.3639 0.4446 -0.45 0.29 0.92
O -1.3372 -0.0495 1.2805 0.03 -0.54 -0.33
H -0.8413 0.3496 2.0003 0.08 0.25 0.20
F -0.1843 -0.2867 -0.8175 0.43 0.59 -1.28
Ga 0.3245 -1.9077 -0.7007 -0.08 -0.60 0.48
```
Forces are in eV/Å.

- E_LUMO (alpha / beta): -6.1 / -10.8 eV
- Frontier orbital gap (alpha / beta): 10.782 / 5.016 eV
- <S²>: 0.7571
- Multiplicity: 2
- Total charge: +1

# 5
Computed, not measured: one molecule with the formula C5H7NOS, with wB97M-V/def2-TZVPD.

The geometry in XYZ format:
```
15
Properties=species:S:1:pos:R:3:forces:R:3
C -1.8719 -0.5796 0.7798 0.46 -0.14 0.33
S -1.4745 -1.0787 -0.9099 0.17 0.17 0.12
C -0.0266 -0.0110 -1.2675 -0.27 -0.03 0.24
C -0.3327 1.3978 -1.0242 -0.13 0.69 0.20
N -0.5636 2.5024 -0.7788 0.15 -0.80 -0.18
C 1.2400 -0.5076 -0.5510 0.48 -0.45 -0.07
C 1.6725 0.2053 0.7022 -0.08 -0.11 0.54
O 1.8396 -1.4421 -1.0290 -0.33 0.47 0.24
H -1.9693 0.5067 0.8481 0.02 -0.12 0.02
H -1.1301 -0.9584 1.5175 -0.56 0.24 -0.50
H -2.8437 -1.0268 0.9801 0.03 -0.02 0.09
H 0.1368 -0.1708 -2.3224 0.09 0.00 -0.38
H 0.8247 0.2804 1.4148 0.42 0.18 -0.46
H 2.0097 1.2198 0.4405 -0.20 -0.23 0.17
H 2.4892 -0.3374 1.1998 -0.26 0.15 -0.36
```
Forces are in eV/Å.

- E_LUMO: 0.4 eV
- Frontier orbital gap: 9.922 eV
- Structure (SMILES): CS[C@@H](C#N)C(C)=O
- Multiplicity: 1
- ΔE to the lowest compared entry with this formula, charge and spin: 88.7 kJ/mol
- Total charge: 0

# 6
Computed, not measured: one molecule with the formula C6H5FS, with wB97M-V/def2-TZVPD.

The geometry in XYZ format:
```
13
Properties=species:S:1:pos:R:3:forces:R:3
C -2.2530 -0.0660 1.1959 0.39 0.22 -0.10
C -1.2085 0.4873 0.9862 0.19 0.14 -0.15
C 0.0520 1.1911 0.7803 -0.60 -0.15 0.57
S 0.2069 2.3113 -0.6388 -0.01 -0.02 -0.08
C 1.0579 0.7598 -0.2287 0.91 0.12 0.35
C 0.8937 -0.4161 -1.1141 0.02 -0.05 -0.43
C 0.3787 -1.5634 -0.7204 0.13 0.35 -0.02
F 0.2876 -2.6142 -1.5433 -0.01 -0.11 -0.12
H -3.1811 -0.5509 1.3524 -0.15 -0.09 0.05
H 0.4344 1.6180 1.7105 0.04 -0.16 -0.30
H 2.1027 0.9319 0.1065 -0.73 -0.09 -0.32
H 1.2441 -0.3351 -2.1425 0.00 0.04 0.21
H -0.0154 -1.7537 0.2559 -0.16 -0.21 0.35
```
Forces are in eV/Å.

- E_LUMO: 0.8 eV
- Frontier orbital gap: 9.981 eV
- Structure (SMILES): C#C[C@@H]1S[C@@H]1/C=C/F
- Multiplicity: 1
- ΔE to the lowest compared entry with this formula, charge and spin: 314.0 kJ/mol
- Total charge: 0